1.
{"formula": "C4H10ClNSi", "method": "ωB97M-V with the def2-TZVPD basis set", "homo_lumo_gap_ev": [6.312, 7.721], "e_homo_ev": [-6.9, -7.2], "multiplicity": 1, "energy_ev": -26198.1872, "lumo_ha": [-0.021, 0.017], "largest_force_ev_per_a": 3.0, "elements": ["Si", "H", "C", "H", "Cl", "C", "H", "H", "H", "N", "C", "H", "C", "H", "H", "H", "H"], "coordinates": [[-1.6735, 0.4769, -0.5061], [2.4486, 2.7729, 1.2110], [2.0361, 0.7152, 1.6855], [0.9012, -1.9565, 0.7400], [-3.3130, 0.8499, 0.6781], [-2.1778, -0.3000, -2.1968], [-3.0588, 0.3547, -2.6321], [0.2112, -1.8633, -1.1184], [-0.8873, -0.6880, 1.3567], [-0.7484, -0.6850, 0.3667], [2.6936, 1.7281, 1.1593], [3.4585, 1.3153, 0.4837], [0.1022, -1.6299, 0.0012], [2.5761, -0.2012, 1.5866], [-1.3252, -0.2195, -2.7921], [-2.5086, -1.3391, -2.3961], [1.2651, 0.6694, 2.3726]], "forces_ev_per_a": [[-0.1, 0.6, -1.7], [0.0, 0.2, 0.0], [1.8, -0.2, 0.0], [-1.2, 0.3, -1.2], [-0.6, -0.1, 0.4], [-3.0, 0.6, 0.3], [2.0, -1.0, 0.7], [-0.1, 0.4, 2.0], [0.0, 0.5, 0.7], [-0.4, -1.2, 0.3], [0.1, -0.8, -1.1], [0.1, 1.2, 0.3], [1.9, -0.9, -1.2], [-0.2, -0.9, -0.3], [1.4, 0.6, -1.3], [0.0, 0.3, 1.0], [-1.7, 0.5, 1.1]]}

***

2.
{"formula": "C13H29BeN3O7", "method": "ωB97M-V with the def2-TZVPD basis set", "homo_lumo_gap_ev": 2.360, "e_homo_ev": 1.7, "total_charge": -2, "multiplicity": 1, "energy_ev": -33145.9910, "lumo_ha": 0.150, "largest_force_ev_per_a": 5.2, "elements": ["H", "H", "H", "H", "C", "H", "N", "H", "H", "N", "H", "H", "H", "H", "O", "H", "H", "O", "H", "O", "H", "H", "O", "H", "N", "C", "C", "H", "H", "C", "H", "C", "C", "H", "Be", "C", "C", "O", "O", "C", "H", "H", "C", "C", "O", "C", "H", "H", "H", "H", "H", "H", "C"], "coordinates": [[-2.5078, 0.1336, 3.2342], [3.2505, 1.4670, -2.1210], [0.0600, 4.6452, 1.6043], [-3.2248, -1.1300, 4.0972], [-2.9810, -0.8479, 3.0548], [-0.1433, 4.8198, -0.1038], [3.4148, 1.1328, -0.1400], [-1.5661, 0.1710, -3.9076], [-3.4497, 0.5938, -2.5303], [-1.6908, 3.7278, 0.7394], [4.2737, 2.7307, 1.0207], [2.3638, -3.9425, 0.7020], [-3.2339, 4.3963, 2.1198], [2.5036, -3.0520, -0.8156], [1.7493, -0.0542, 0.7848], [4.1898, -0.0395, -1.7880], [-2.0626, 5.6759, 1.5348], [0.1935, -2.5824, -1.7295], [-3.1506, 2.3079, 1.0379], [-2.3564, -0.4194, -1.1576], [0.2620, 3.2740, 0.3194], [5.3817, 1.8770, -0.1846], [-1.7175, -2.0543, 1.0667], [2.7528, 1.3642, 1.8211], [0.9296, -4.5068, -0.8701], [-2.0633, 2.4522, 0.9737], [-1.3202, 0.8311, -3.0581], [0.6602, -6.0593, 0.4493], [-2.5087, -2.8699, 2.7583], [4.3764, 2.2215, 0.0662], [3.0032, -4.5502, -0.8659], [2.6159, 0.8050, 0.8859], [-1.9700, -1.9607, 2.4457], [-1.3779, 1.7914, -3.5967], [-0.4269, -0.4064, -0.4063], [-2.4542, 0.6482, -2.0603], [0.0846, -3.7924, -1.6503], [-1.2583, 1.5393, 1.0699], [-0.0620, 0.6074, -2.5853], [-2.5876, 4.7507, 1.3128], [4.1781, 2.9506, -0.7251], [-1.0425, -2.0991, 3.0264], [2.1931, -3.9988, -0.3711], [3.3735, 0.6075, -1.4585], [-4.2723, -0.7339, 2.5115], [-0.3007, 4.1159, 0.7217], [-0.7158, -4.3788, -2.1216], [-3.4349, 4.9759, 0.6549], [-2.6327, 1.5689, -1.4712], [1.6590, -6.4307, -0.8652], [2.4860, 0.0013, -1.6522], [-0.1552, -6.3428, -1.1426], [0.7126, -5.9319, -0.6350]], "forces_ev_per_a": [[0.6, 0.4, -0.6], [0.2, -0.2, -0.3], [0.1, -0.7, 0.4], [0.9, -0.8, 0.8], [-1.8, -0.3, -0.4], [-0.3, 0.4, 0.0], [1.7, 1.3, 1.7], [0.1, -0.8, -0.2], [0.1, -0.3, -0.8], [-0.5, 2.4, 1.2], [0.1, -0.4, 0.1], [-0.5, -0.2, 0.1], [1.0, -0.2, 0.8], [-1.2, 0.6, 0.3], [0.0, 0.2, 0.2], [0.5, 0.3, 0.5], [0.0, -0.1, 0.2], [-0.2, -0.5, -0.8], [0.0, -0.2, 0.2], [3.4, 0.9, -0.2], [0.3, -0.3, 1.0], [0.2, -0.1, 0.6], [1.3, 1.1, 0.2], [0.2, 0.1, -0.1], [0.2, -1.3, 0.1], [1.0, -2.3, 0.0], [-0.1, -0.6, -0.8], [-0.6, -0.2, 0.0], [-0.4, -0.5, -0.2], [-0.4, -0.2, -1.5], [0.0, -1.0, 0.5], [-1.5, -1.4, -0.9], [-1.1, 0.0, -0.7], [-0.3, 0.8, 0.4], [-4.9, -0.8, -1.5], [-1.1, -0.2, 1.8], [0.4, 2.0, 1.2], [-0.3, 0.5, -0.3], [1.0, -0.3, 2.2], [-1.4, -0.4, -1.0], [-0.1, 0.3, 0.1], [0.4, 0.8, 0.5], [0.9, 0.4, -1.4], [-1.4, -0.4, -1.3], [1.4, 0.1, -0.1], [0.0, 0.0, -1.9], [0.0, 0.0, 0.0], [0.5, 0.4, -0.8], [0.6, 0.7, 0.2], [-0.2, -0.5, -0.6], [-0.3, 0.2, 0.4], [0.1, 0.1, 0.0], [1.2, 0.9, 0.9]]}

***

3.
{"formula": "C2H6N2O", "method": "ωB97M-V with the def2-TZVPD basis set", "homo_lumo_gap_ev": 10.370, "e_homo_ev": -9.5, "multiplicity": 1, "energy_ev": -7198.2722, "lumo_ha": 0.031, "largest_force_ev_per_a": 7.1, "smiles": "CNC(N)=O", "elements": ["H", "H", "N", "C", "O", "H", "H", "N", "H", "C", "H"], "coordinates": [[-1.7652, -1.2433, 1.6397], [0.0873, 1.8618, -1.5793], [0.5837, 1.1661, -1.1829], [0.2338, 0.4804, -0.0577], [1.2774, 0.0327, 0.5642], [1.5877, 0.9755, -1.3173], [-0.0126, -1.5977, 1.3548], [-0.9635, -0.1041, 0.0095], [-1.2426, -0.3057, -0.9266], [-1.0336, -1.3422, 0.7904], [-1.4158, -2.2156, 0.1332]], "forces_ev_per_a": [[0.5, 0.0, -0.9], [-1.7, 2.6, -1.6], [2.1, -2.2, 1.1], [6.4, -3.0, 0.5], [-3.4, 1.6, -0.3], [-1.0, 1.1, -0.2], [-2.1, 0.6, -1.8], [-1.3, -0.9, 0.7], [-0.6, 0.4, -0.5], [0.2, -1.7, 2.1], [0.9, 1.5, 1.0]]}

***

4.
{"formula": "C4H6N2O", "method": "ωB97M-V with the def2-TZVPD basis set", "homo_lumo_gap_ev": [5.726, 3.598], "e_homo_ev": [-7.9, -6.9], "multiplicity": 1, "energy_ev": -9266.8323, "lumo_ha": [-0.081, -0.120], "largest_force_ev_per_a": 6.0, "elements": ["N", "H", "H", "C", "C", "O", "N", "C", "H", "H", "H", "C", "H"], "coordinates": [[0.7559, 2.8197, -1.1311], [1.1285, -0.9866, -1.4362], [-2.5467, 0.9484, -0.1587], [-1.7999, 0.5330, 0.4459], [0.9181, 1.8097, -0.5782], [-1.2852, -0.6662, 0.0367], [1.0979, 0.7744, 0.0590], [-0.0689, -1.2281, 0.3992], [0.0520, -1.2440, 1.5495], [-0.0886, -2.2703, 0.0020], [-1.2343, 1.1289, 1.0734], [1.0532, -0.5823, -0.3320], [2.0180, -1.0366, 0.0706]], "forces_ev_per_a": [[-0.6, 2.0, -0.9], [-0.7, 1.5, 1.5], [-1.4, -0.1, -0.7], [3.3, -4.5, -2.2], [-0.2, 0.4, -1.3], [-4.2, 4.4, 0.1], [0.3, -2.2, 2.0], [1.5, -2.4, 1.9], [-0.1, 0.2, -1.9], [-0.5, 0.5, 0.7], [1.1, 0.9, 1.7], [2.7, -0.8, -0.7], [-1.1, 0.0, -0.2]]}

***

5.
{"formula": "C32H51FIN3OS", "method": "ωB97M-V with the def2-TZVPD basis set", "homo_lumo_gap_ev": 7.467, "e_homo_ev": -8.1, "multiplicity": 1, "energy_ev": -62180.7943, "lumo_ha": -0.024, "largest_force_ev_per_a": 0.7, "elements": ["H", "C", "C", "C", "H", "C", "H", "C", "H", "C", "H", "H", "N", "H", "C", "H", "I", "H", "C", "C", "H", "C", "H", "H", "C", "H", "H", "H", "H", "C", "H", "C", "C", "H", "C", "C", "H", "C", "H", "C", "H", "H", "H", "H", "C", "H", "H", "H", "H", "H", "C", "C", "O", "H", "C", "C", "C", "H", "C", "C", "C", "C", "H", "H", "H", "F", "H", "N", "C", "N", "H", "H", "C", "H", "H", "H", "H", "H", "H", "H", "H", "C", "H", "H", "C", "H", "H", "H", "S", "H"], "coordinates": [[1.9398, 3.0979, 2.6864], [-6.6218, -2.6815, -4.3632], [-2.1651, 0.6633, 2.0565], [4.6857, 1.0525, 2.1407], [-5.6998, -4.1015, -2.4378], [-2.8058, 1.8272, 2.8292], [-4.3399, -4.8936, -7.2109], [3.7668, 2.1719, 2.0491], [-0.8997, 3.0850, 0.8519], [-7.7980, -3.5041, -4.9036], [-2.7195, 1.6236, 3.8992], [-1.2091, 0.4152, 2.5281], [-5.3137, -3.3095, -4.3041], [-6.0289, -4.4822, -6.9769], [0.6660, 5.1611, 0.9960], [-4.7293, -2.5838, -6.1536], [3.9379, -3.2258, 3.1181], [1.4004, 3.1388, 0.6526], [-2.1274, -1.8279, -0.0273], [2.6699, 2.0878, 4.3146], [-2.9881, 3.6888, 1.7725], [-4.6473, -3.5100, -5.5792], [-6.5330, -1.7620, -4.9484], [-1.4235, -1.9766, 2.0015], [-0.1809, 4.6510, 2.1658], [8.5718, -2.3318, -0.2572], [9.0593, -0.6850, -0.6637], [-2.2939, -2.8398, -0.3971], [-3.8445, -5.6609, -2.3229], [6.9305, -0.0285, 1.5556], [3.4456, -0.0056, 3.5929], [4.0180, 3.2487, 1.2449], [2.4805, 2.1717, 2.8609], [-6.8706, -2.3557, -3.3480], [7.1020, -0.8625, 0.2815], [3.1176, 4.4483, 1.0664], [-5.8462, -5.2923, -3.7204], [-3.0496, -0.5773, 2.0866], [-0.0017, 5.4910, 0.1984], [8.5559, -1.2963, 0.0816], [-3.1030, -1.2814, -1.8674], [-3.8792, 1.7915, 2.6190], [7.8858, 0.4716, 1.7235], [1.1873, 6.0584, 1.3417], [3.9112, -1.3180, 2.0654], [-7.7535, -3.6191, -5.9858], [-3.2597, -0.7929, 3.1410], [-1.9456, 0.9655, 1.0311], [-4.0311, -0.7990, -0.4753], [-3.3572, -5.3278, -3.9766], [-2.2877, 3.2413, 2.4818], [-0.8638, 3.2910, 1.9224], [3.5514, -1.2377, 0.9477], [0.3837, 4.6213, 3.1022], [5.2572, 3.2418, 0.5347], [-2.3852, -1.8193, 1.5063], [-5.2530, -4.4282, -3.3810], [6.7952, -0.7163, 2.3912], [-3.0154, -0.8765, -0.8578], [2.8525, 1.8429, 5.4746], [6.1851, 2.1634, 0.6521], [4.3175, -0.1592, 2.9645], [-0.9715, 5.3888, 2.3357], [-2.5358, 0.0983, -0.9135], [-2.9861, -2.6990, 1.7496], [6.3261, -2.0231, 0.3819], [3.6199, 5.1215, 0.3746], [5.6872, 4.1950, -0.2950], [-5.0976, -4.6896, -6.4518], [7.2821, 2.3285, -0.0842], [3.0073, 1.6187, 6.5026], [1.7535, 4.2947, -0.6113], [5.8782, 1.0464, 1.4825], [-7.8465, -4.4958, -4.4527], [-8.7359, -2.9947, -4.6729], [3.0346, 5.0069, 2.0030], [-3.2207, -4.0630, -2.7385], [-5.2290, -5.6030, -5.8701], [-0.2824, 2.5187, 2.4271], [-2.3553, 3.8520, 3.3859], [9.0904, -1.2781, 1.0314], [-3.8324, -4.8924, -3.0972], [-4.0172, -0.3733, 1.6266], [5.1280, -0.4808, 3.6140], [1.7221, 4.1628, 0.4707], [6.7569, -0.2948, -0.5824], [1.8267, 1.3640, 2.5170], [-3.5775, -3.6212, -5.3859], [7.1169, 3.7330, -0.8479], [-1.0850, -1.5686, -0.2138]], "forces_ev_per_a": [[0.0, -0.1, -0.2], [-0.1, 0.1, 0.1], [-0.1, 0.2, 0.2], [-0.2, 0.2, 0.2], [-0.1, 0.1, 0.0], [-0.2, -0.1, -0.3], [0.0, 0.0, 0.0], [0.0, 0.1, 0.0], [0.2, -0.2, 0.0], [0.0, 0.1, 0.0], [0.1, 0.0, 0.0], [0.1, 0.0, -0.1], [-0.1, 0.1, 0.0], [0.0, 0.0, 0.1], [0.2, -0.1, 0.4], [-0.1, 0.0, 0.0], [0.0, 0.0, 0.0], [0.0, 0.0, 0.0], [-0.5, 0.4, 0.2], [0.2, -0.6, -0.1], [0.1, 0.1, -0.1], [0.2, -0.1, -0.1], [0.1, 0.0, 0.0], [0.0, 0.0, 0.1], [-0.5, 0.1, -0.2], [-0.1, 0.0, -0.2], [0.1, 0.1, 0.1], [0.2, -0.1, 0.1], [0.0, 0.0, 0.0], [0.0, 0.1, -0.1], [0.0, 0.1, 0.2], [0.1, 0.1, 0.0], [0.0, 0.3, 0.1], [0.0, -0.1, 0.0], [0.6, 0.0, 0.0], [0.0, -0.1, -0.2], [0.0, 0.0, 0.0], [0.4, -0.1, 0.4], [0.0, -0.2, -0.1], [-0.3, -0.3, 0.1], [0.0, 0.2, -0.1], [0.0, 0.1, 0.1], [0.0, 0.1, 0.0], [0.0, 0.1, -0.2], [0.0, 0.2, 0.0], [0.0, -0.1, 0.0], [-0.1, 0.0, 0.0], [0.0, 0.0, 0.0], [0.0, 0.1, 0.1], [0.0, 0.0, 0.0], [-0.2, -0.3, 0.3], [-0.1, 0.4, 0.4], [-0.1, -0.2, 0.0], [0.1, 0.0, 0.0], [0.1, -0.2, -0.1], [0.0, -0.2, -0.5], [0.1, -0.1, 0.0], [-0.1, 0.0, 0.0], [0.4, -0.6, -0.1], [-0.1, 0.2, 0.0], [-0.5, 0.2, 0.2], [0.0, -0.2, -0.4], [0.1, 0.1, 0.0], [-0.3, 0.2, 0.0], [-0.1, 0.1, 0.1], [-0.2, 0.2, 0.0], [0.1, 0.1, 0.1], [0.0, 0.2, -0.1], [0.0, 0.1, -0.1], [0.2, 0.0, -0.1], [0.0, 0.1, 0.0], [0.3, -0.2, 0.0], [0.4, -0.3, 0.0], [0.0, 0.0, 0.0], [0.0, 0.0, 0.0], [-0.1, -0.2, 0.1], [0.0, 0.0, -0.1], [0.0, 0.0, 0.0], [0.1, -0.1, -0.3], [0.1, 0.1, 0.0], [0.1, 0.1, -0.1], [0.0, 0.0, 0.1], [0.0, 0.0, -0.1], [-0.1, 0.0, 0.1], [-0.3, 0.6, 0.0], [-0.2, -0.2, -0.1], [0.0, -0.1, 0.1], [0.0, 0.0, 0.1], [-0.1, -0.1, 0.2], [0.0, -0.1, -0.1]]}

***

6.
{"formula": "C32H31N6O10RuS3", "method": "ωB97M-V with the def2-TZVPD basis set", "homo_lumo_gap_ev": [7.953, 5.552], "e_homo_ev": [-11.0, -11.1], "total_charge": 1, "multiplicity": 5, "energy_ev": -98180.6316, "lumo_ha": [-0.113, -0.203], "largest_force_ev_per_a": 0.5, "elements": ["O", "C", "N", "H", "C", "H", "C", "O", "H", "O", "H", "C", "C", "H", "S", "H", "H", "O", "N", "C", "H", "C", "C", "C", "H", "Ru", "C", "C", "H", "H", "O", "C", "H", "O", "C", "C", "C", "C", "O", "H", "H", "H", "H", "C", "H", "H", "C", "C", "C", "H", "N", "N", "H", "C", "C", "C", "O", "C", "N", "C", "S", "O", "H", "C", "C", "H", "H", "C", "C", "N", "O", "H", "H", "C", "H", "C", "H", "H", "H", "H", "H", "S", "C"], "coordinates": [[1.8016, 2.2011, 1.0066], [0.9461, 4.8534, -2.5249], [-0.4350, -1.7369, 6.3115], [-2.1834, 0.9419, -2.4845], [-2.2573, -2.4235, -2.9337], [-2.8974, -3.4177, -4.7297], [-3.0517, -1.2855, -4.8893], [-2.0430, 1.6206, 1.8529], [-1.4430, -4.8827, -3.6646], [-1.1038, 2.2302, -0.9416], [-5.3380, -2.2818, 3.2791], [5.0599, -1.5081, 0.3915], [1.3819, -1.8933, 3.2770], [5.0743, -3.2743, -0.8028], [-0.6867, 3.6289, -0.7852], [-4.3627, -0.8189, -1.2183], [-4.4689, -3.0504, 4.5929], [-1.9096, -3.4974, -2.1825], [4.3970, -0.8413, 1.3485], [-3.1529, 0.2774, 0.1884], [2.1025, 5.9148, -3.9763], [-2.7488, -2.4717, -4.2309], [-0.0681, -1.4319, 5.2675], [6.8704, -0.0119, 0.8152], [-3.0800, 0.8596, -4.8082], [-0.2196, 1.8048, 1.3112], [3.1781, 4.2502, -3.1556], [-2.8573, -0.0560, -4.2788], [6.9168, -1.5944, -0.6542], [-1.7267, -5.4965, -2.0189], [0.3890, 0.1093, 2.1576], [-3.1401, 1.2948, 1.1583], [-1.3617, -0.6656, 0.9370], [1.1466, 0.6000, -0.6361], [-3.3696, -0.5085, 4.3346], [-2.0594, -4.7869, -2.7693], [0.8880, 3.7999, -1.6259], [0.4015, -1.0861, 3.9590], [-0.4240, 3.7862, 0.6970], [8.2508, 1.3014, -0.0904], [8.6835, 0.8184, 1.5435], [-6.3841, 2.2299, 0.9797], [3.9976, 2.5555, -2.1240], [-2.0900, -1.1814, -2.3207], [-2.8070, 0.3237, 3.9141], [-4.1785, -3.5885, 2.9136], [-3.2942, -1.7020, 3.4217], [-4.3473, -0.0211, -0.4889], [8.2686, 0.4584, 0.6047], [-6.4227, 0.4206, -0.7157], [-0.0781, -0.0454, 3.3749], [2.1902, -2.4378, 2.6688], [-0.7710, -1.7936, -0.8447], [-4.3808, -2.7327, 3.5515], [2.0101, 2.9622, -1.4832], [-5.4794, 1.6782, 0.7597], [-2.3900, -1.8384, 2.6201], [3.1397, 3.1988, -2.2512], [-1.5680, -1.1850, -0.9863], [4.3640, -2.6442, -0.2754], [3.8562, 1.1965, 2.9488], [3.5221, 1.1675, -0.3645], [3.8067, -3.2357, 0.4501], [-4.3160, 1.9883, 1.4340], [6.3361, -1.0831, 0.0993], [0.0819, 5.4929, -2.6278], [-3.1039, -4.9809, -3.0172], [4.8971, 0.2802, 1.9235], [-2.3626, -0.0013, -2.9851], [6.1251, 0.6783, 1.6884], [-1.5462, 4.6337, -1.3126], [-4.4002, -0.2218, 4.5392], [4.0700, 4.4136, -3.7453], [-5.5031, 0.6659, -0.2036], [3.6496, -2.2409, -0.9972], [-1.9738, -0.5332, 0.0539], [-4.2831, 2.7786, 2.1720], [3.4801, -1.1793, 1.6416], [-2.9131, -0.7843, 5.2902], [8.8994, -0.3212, 0.1846], [-3.4376, -1.3309, -5.8990], [2.1524, 1.6060, -0.3334], [2.0844, 5.0823, -3.2863]], "forces_ev_per_a": [[-0.1, -0.1, 0.2], [0.0, 0.0, 0.0], [0.0, 0.0, 0.0], [0.0, 0.0, 0.0], [0.0, -0.1, 0.0], [0.0, 0.0, 0.0], [0.0, 0.0, 0.0], [-0.1, -0.2, -0.2], [0.0, 0.0, 0.0], [0.0, -0.1, 0.0], [0.0, 0.0, 0.0], [0.0, -0.1, -0.1], [0.0, 0.0, 0.0], [0.0, 0.0, 0.0], [0.0, 0.2, 0.2], [0.0, 0.0, 0.0], [0.0, 0.0, 0.0], [0.0, 0.0, 0.0], [0.0, 0.0, 0.1], [0.0, -0.2, -0.1], [0.0, 0.0, 0.0], [0.0, 0.0, 0.0], [0.1, 0.0, 0.0], [0.0, 0.0, 0.0], [0.0, 0.0, 0.0], [0.2, 0.4, 0.2], [0.0, 0.1, 0.0], [0.0, 0.0, 0.0], [0.0, 0.0, 0.0], [0.0, 0.0, 0.0], [0.0, 0.3, -0.4], [0.2, 0.1, 0.2], [0.0, 0.0, 0.0], [0.0, -0.1, 0.0], [0.1, 0.0, 0.0], [0.0, 0.0, 0.0], [0.0, 0.0, 0.0], [0.1, -0.3, 0.2], [0.0, -0.2, -0.2], [0.0, 0.0, 0.0], [0.0, 0.0, 0.0], [0.0, 0.0, 0.0], [0.0, 0.0, 0.0], [0.0, 0.0, 0.1], [0.0, 0.0, 0.0], [0.0, 0.0, 0.0], [-0.1, 0.0, 0.0], [0.0, 0.0, 0.0], [0.0, 0.0, 0.0], [0.0, 0.0, 0.0], [-0.1, 0.0, 0.2], [0.0, 0.0, 0.0], [0.0, 0.0, 0.0], [0.0, 0.0, 0.1], [0.0, 0.0, 0.0], [0.1, 0.0, 0.0], [0.0, 0.0, 0.0], [0.0, 0.0, 0.1], [0.0, -0.1, -0.1], [0.0, 0.1, 0.0], [0.0, 0.0, 0.2], [0.0, 0.0, -0.1], [0.0, 0.0, 0.0], [-0.2, 0.1, 0.0], [0.0, 0.0, 0.0], [0.0, 0.0, 0.0], [0.0, 0.0, 0.0], [0.0, -0.1, -0.2], [0.0, 0.1, 0.0], [0.0, 0.1, 0.0], [0.0, 0.0, 0.0], [0.0, 0.0, 0.0], [0.0, 0.0, 0.0], [0.0, 0.0, 0.0], [0.0, 0.0, 0.0], [0.0, 0.1, -0.1], [0.0, 0.0, 0.0], [-0.1, 0.0, 0.1], [0.0, 0.0, 0.0], [0.0, 0.0, 0.0], [0.0, 0.0, 0.0], [-0.1, 0.0, -0.2], [0.1, 0.0, 0.0]]}